{"formula": "C34H67BBiN10PS", "method": "wB97M-V/def2-TZVPD", "homo_ev": -10.87, "charge": 2, "fmax_ha_per_bohr": 0.072, "gap_ha": 0.1413, "lumo_ev": -7.0, "elements": ["Bi", "N", "C", "C", "N", "C", "C", "N", "C", "C", "N", "H", "H", "H", "H", "H", "H", "H", "H", "H", "H", "H", "H", "H", "H", "H", "H", "H", "H", "B", "N", "C", "C", "C", "N", "N", "C", "C", "C", "N", "H", "H", "H", "H", "H", "H", "H", "H", "C", "N", "C", "C", "N", "C", "S", "H", "H", "H", "H", "H", "H", "H", "H", "C", "C", "C", "C", "C", "C", "P", "C", "C", "C", "C", "C", "C", "C", "C", "C", "C", "C", "C", "H", "H", "H", "H", "H", "H", "H", "H", "H", "H", "H", "H", "H", "H", "H", "H", "H", "H", "H", "H", "H", "H", "H", "H", "H", "H", "H", "H", "H", "H", "H", "H", "H"], "positions_angstrom": [[1.5561, 0.6943, 3.5818], [0.1542, 2.1326, 2.1241], [-0.4395, 3.3238, 2.8808], [0.6871, 3.9652, 3.6532], [1.1194, 3.0624, 4.7104], [0.0766, 2.8935, 5.7671], [-0.1712, 1.4467, 6.2587], [-0.3054, 0.5254, 5.1081], [2.3989, 3.5143, 5.1410], [3.3173, 2.5348, 5.8451], [3.5661, 1.3439, 4.9214], [0.7396, 2.6183, 1.4011], [-0.5807, 1.6583, 1.5279], [-1.3436, 3.0345, 3.4710], [-0.8375, 4.0445, 2.1248], [0.3873, 4.8574, 4.1763], [1.5672, 4.2206, 2.9776], [-0.8693, 3.2852, 5.3271], [0.2873, 3.4580, 6.6885], [-1.0706, 1.4458, 6.8778], [0.6813, 1.1149, 6.8949], [-1.1290, 0.7319, 4.5519], [-0.4738, -0.4762, 5.3879], [2.2165, 4.4271, 5.7674], [2.9434, 3.8149, 4.1953], [2.8079, 2.2292, 6.7483], [4.2974, 3.0080, 6.1863], [4.0432, 0.5942, 5.4293], [4.2207, 1.4950, 4.1489], [3.8860, -0.7712, 0.3574], [3.5419, -1.6609, 1.5155], [3.5355, -3.0642, 1.4875], [2.4387, -3.5335, 2.1944], [1.6661, -2.3774, 2.4757], [2.3984, -1.2802, 2.2073], [4.3851, 0.6631, 0.8037], [5.1425, 1.4265, -0.0274], [5.2116, 2.7207, 0.5026], [4.3898, 2.6729, 1.6718], [3.9546, 1.3662, 1.9197], [2.9000, -0.6275, -0.3362], [4.5752, -1.2925, -0.4592], [4.3846, -3.5678, 0.9452], [2.1872, -4.5638, 2.3951], [0.6496, -2.2820, 2.7623], [5.6537, 1.0699, -0.9414], [5.7430, 3.6379, 0.2005], [4.3513, 3.4502, 2.4448], [-1.4703, 5.5252, -1.8687], [-0.1426, 5.8735, -1.5769], [0.4136, 7.2027, -1.8236], [1.8814, 7.0321, -1.3775], [1.9747, 5.6090, -1.0844], [0.7809, 4.9519, -1.2611], [0.5432, 3.3228, -0.7942], [-2.1400, 5.8160, -1.0594], [-1.5507, 4.4627, -2.0249], [-1.8628, 6.0410, -2.7492], [-0.1302, 7.9898, -1.2450], [0.2773, 7.5189, -2.8484], [2.1300, 7.6594, -0.5180], [2.5597, 7.3918, -2.1720], [2.7790, 5.1712, -0.6560], [0.0728, -6.3614, -0.7095], [0.7387, -4.9718, -0.7893], [0.2620, -4.1613, -1.9789], [-1.2793, -4.0478, -2.0121], [-1.9384, -4.8660, -0.8940], [-1.4250, -6.2528, -0.9554], [-1.7817, -2.2355, -2.0709], [-1.6685, -1.7378, -3.9015], [-1.1206, -2.7616, -4.9577], [-0.6948, -2.0993, -6.2544], [0.3959, -0.9481, -6.0607], [0.5394, -0.6131, -4.5749], [-0.7653, -0.4378, -3.8364], [-3.6574, -2.1127, -1.8488], [-4.0786, -1.9535, -0.3608], [-5.5007, -2.3737, -0.0779], [-6.3520, -1.8595, -1.2745], [-6.0607, -2.7023, -2.5274], [-4.5561, -3.1053, -2.6157], [0.2480, -6.7273, 0.3209], [0.6908, -7.1750, -1.3546], [1.8522, -5.0870, -0.8509], [0.5012, -4.4867, 0.1906], [0.6066, -4.6072, -2.9112], [0.7514, -3.1595, -1.9619], [-1.7284, -4.3351, -3.0297], [-3.0183, -4.7422, -1.0259], [-1.7442, -4.3916, 0.1004], [-1.6927, -6.5885, -1.9736], [-1.9079, -6.9235, -0.2402], [-2.6865, -1.5083, -4.2386], [-1.9694, -3.4391, -5.1200], [-0.1551, -3.2981, -4.6230], [-1.5442, -1.6671, -6.8347], [-0.3498, -2.7984, -7.0525], [0.0617, -0.0733, -6.6370], [1.3628, -1.3524, -6.4636], [1.1631, 0.2958, -4.5169], [1.1059, -1.3973, -4.0232], [-1.3514, 0.3737, -4.3052], [-0.5706, -0.1006, -2.7810], [-3.7742, -1.1324, -2.3752], [-3.7239, -0.9846, 0.0151], [-3.4094, -2.7203, 0.1649], [-5.8989, -1.9512, 0.8975], [-5.5342, -3.4967, 0.0201], [-6.1393, -0.7679, -1.4612], [-7.4013, -1.7878, -1.0662], [-6.3634, -2.0640, -3.3996], [-6.6807, -3.6174, -2.6180], [-4.2956, -3.0811, -3.6914], [-4.4192, -4.1597, -2.3875]], "atomic_forces_ev_per_a": [[1.96, 0.22, -2.15], [-0.95, 0.61, -0.18], [-0.78, -0.06, -1.58], [-0.15, 0.00, -0.61], [-0.24, -2.47, -0.09], [-0.68, -0.13, -0.05], [0.73, 0.35, 0.06], [-0.74, -1.59, 0.46], [2.18, 1.88, -0.06], [0.93, -0.21, -0.30], [-0.06, 0.20, 1.18], [-0.08, -0.58, 0.00], [0.92, 0.59, 0.85], [0.95, 0.02, -0.31], [0.40, -0.50, 0.43], [-0.38, 0.84, -0.29], [-1.28, -0.43, 0.69], [0.66, -0.24, 0.62], [0.16, 0.25, -0.46], [0.09, -0.01, 0.02], [-0.60, 0.05, -0.50], [-0.27, 0.32, 0.04], [0.34, 1.25, 0.05], [0.69, -0.53, -0.36], [-0.46, -0.01, 1.18], [0.10, -0.69, 0.28], [-1.34, -0.42, -0.69], [-0.40, 0.03, 0.17], [-0.11, 0.65, -0.16], [-0.30, 1.00, -1.58], [-1.85, -2.53, 1.95], [1.11, 1.76, 0.00], [-0.46, 0.39, -0.72], [2.68, -0.39, -0.08], [-0.62, -0.12, -0.73], [0.45, 0.18, -0.04], [-0.11, 0.54, 0.81], [-1.28, 0.47, 1.44], [1.26, -1.60, -0.30], [0.15, 1.55, -1.82], [-0.37, 0.31, 0.43], [0.97, -0.08, 0.43], [-1.26, 0.53, 0.80], [-0.08, 0.11, -0.21], [-0.69, -0.07, 0.73], [-0.71, -0.14, 0.89], [-0.29, -0.95, -0.13], [-0.28, -0.38, -0.33], [-1.85, 0.30, -0.33], [1.24, -0.54, -0.49], [-0.37, 0.51, 1.03], [0.28, 0.83, -0.53], [-0.52, -0.39, -0.51], [1.09, 1.05, 1.87], [0.03, 0.55, -0.48], [-0.08, -0.07, 0.23], [-0.03, -0.32, -0.03], [0.33, -0.04, -0.11], [0.37, -0.76, -0.09], [0.22, -0.29, -0.49], [-0.20, -0.24, 0.19], [-0.17, -0.58, 0.20], [-0.32, -0.05, -0.30], [2.31, -1.25, -0.37], [0.84, -0.57, 0.54], [0.04, 0.71, -0.28], [-1.16, 0.70, -1.51], [-0.27, 2.17, 0.54], [-0.36, -1.80, -0.72], [-0.36, -0.23, 0.53], [1.40, 0.14, 0.36], [0.99, -0.25, 0.82], [-0.15, 1.25, -1.95], [-0.48, -1.80, -0.06], [1.12, 0.09, 0.16], [-1.13, 0.70, -0.23], [-0.03, 0.35, -0.68], [2.59, -2.02, 0.52], [-1.30, 0.53, 0.32], [0.41, 0.30, 0.28], [-0.23, 0.53, -0.69], [-0.26, 0.54, -1.12], [-0.15, 0.10, -0.38], [-1.81, 1.92, 1.02], [-0.85, 0.15, 0.21], [0.29, 0.10, -0.89], [0.10, -0.27, 0.02], [-0.39, -0.43, 0.07], [0.88, -0.49, 1.43], [0.11, -0.63, 0.10], [0.04, -0.24, -0.55], [0.20, -0.29, 0.39], [-0.31, 0.09, -0.20], [0.20, 0.23, 0.17], [0.65, -0.38, -0.12], [-1.80, 0.41, -0.01], [0.09, 0.02, 0.90], [0.13, -0.04, 1.05], [0.37, -0.19, 0.19], [-0.75, 0.73, 0.31], [-0.26, -0.23, 0.28], [-0.11, 0.29, -0.53], [0.29, -0.07, 0.09], [-0.21, -0.46, -0.98], [-0.26, -0.48, 0.41], [-0.56, -0.01, -0.09], [-0.69, 1.07, -0.21], [0.58, -0.47, -1.03], [-0.21, 1.09, -0.25], [0.40, -0.99, 0.11], [-0.73, -0.57, 0.23], [0.45, -0.64, 0.50], [0.20, 0.52, 0.40], [0.10, 0.12, 0.38], [0.05, 0.02, 0.62]], "lowdin_charge": [1.993, -0.137, -0.207, -0.194, -0.278, -0.136, -0.200, -0.146, -0.236, -0.171, -0.096, -0.044, 0.121, 0.117, 0.131, 0.139, 0.152, 0.126, 0.146, 0.134, 0.127, 0.092, 0.135, 0.160, 0.119, 0.101, 0.160, 0.110, 0.051, -0.483, -0.059, -0.020, -0.052, -0.179, -0.184, -0.074, -0.062, -0.062, -0.174, -0.040, 0.073, 0.070, 0.157, 0.106, 0.082, 0.147, 0.106, 0.079, -0.074, -0.167, -0.091, -0.131, 0.014, -0.756, 0.610, 0.097, 0.054, 0.105, 0.139, 0.122, 0.115, 0.126, 0.125, -0.202, -0.234, -0.227, -0.457, -0.250, -0.219, 1.085, -0.404, -0.217, -0.205, -0.176, -0.245, -0.255, -0.468, -0.259, -0.204, -0.212, -0.188, -0.205, 0.097, 0.157, 0.117, 0.094, 0.107, 0.094, 0.115, 0.090, 0.114, 0.126, 0.113, 0.093, 0.106, 0.125, 0.109, 0.110, 0.104, 0.115, 0.110, 0.111, 0.109, 0.068, 0.103, 0.095, 0.090, 0.119, 0.127, 0.122, 0.091, 0.116, 0.115, 0.103, 0.093]}